Density functional theory data (ωB97M-V/def2-TZVPD) for a structure of composition C39H40N11O3S2V at a distorted geometry.

Geometry as XYZ:
```
96
Properties=species:S:1:pos:R:3:forces:R:3
V -0.351052 0.525142 -0.260586 -0.0510 -0.8018 0.6863
S 1.622581 -6.057925 3.120672 -0.0375 -0.0444 -0.0842
N 2.451600 -5.151613 2.081996 0.0487 0.0570 0.0548
C 1.677179 -4.126186 1.764244 0.0018 -0.0017 -0.0625
C 2.030403 -3.046612 0.860058 -0.0347 -0.0305 0.0442
C 3.252567 -2.952170 0.190632 0.0428 -0.0289 0.0060
C 3.470599 -1.879869 -0.643476 -0.0001 0.0065 -0.0063
C 2.473554 -0.916909 -0.789792 -0.0076 -0.0323 0.0363
N 1.307628 -0.991258 -0.155480 -0.1545 0.2798 -0.0386
C 1.084025 -2.045432 0.653664 -0.0556 0.0074 0.0122
C -0.224552 -2.092219 1.302697 0.0739 0.0069 -0.0443
N -1.071495 -1.085041 1.012380 0.0710 0.1814 -0.1735
C -2.278496 -1.075794 1.574152 -0.0008 -0.0180 0.0000
C -2.697927 -2.068538 2.453929 -0.0227 0.0106 0.0010
C -1.840454 -3.104397 2.756033 0.0088 -0.0142 0.0073
C -0.573241 -3.126196 2.169556 0.0123 -0.0380 0.0098
C 0.414474 -4.163112 2.402035 -0.0463 -0.0083 0.0005
N 0.255231 -5.213761 3.191648 0.0198 0.0586 0.0617
H 4.000727 -3.720321 0.336992 0.0018 -0.0012 -0.0004
H 4.399926 -1.770296 -1.183776 -0.0011 0.0074 -0.0034
H 2.621390 -0.063322 -1.437045 0.0162 -0.0171 0.0000
H -2.915289 -0.243485 1.303115 0.0025 0.0072 -0.0010
H -3.686890 -2.016782 2.886290 -0.0026 0.0026 0.0010
H -2.126061 -3.898329 3.434003 -0.0020 -0.0021 0.0009
C -1.484994 2.301500 2.705489 -0.0135 -0.0556 0.0431
N -0.278552 1.752137 2.082499 0.1230 0.1717 -0.2211
C 0.483568 0.854912 2.960712 0.0310 0.0338 0.0128
C 0.494375 2.609103 1.263844 0.2041 0.1595 -0.0275
N 0.950835 1.970154 0.204148 -0.0555 -0.2709 -0.4203
C 2.068080 2.388261 -0.562890 -0.0126 -0.0098 0.0333
C 3.171265 2.853525 0.104912 0.0390 0.0076 0.0298
C 4.297692 3.344763 -0.574877 -0.0095 0.0002 -0.0083
C 4.304177 3.349566 -1.935281 -0.0033 0.0002 -0.0199
C 3.223338 2.797745 -2.666650 -0.0187 0.0030 0.0120
C 3.322351 2.730679 -4.077544 0.0107 -0.0031 0.0086
C 2.366206 2.100520 -4.811262 0.0072 0.0104 0.0096
C 1.268063 1.518045 -4.159084 -0.0118 -0.0302 -0.0500
C 1.095022 1.615996 -2.801750 -0.0311 -0.0348 0.0043
N 0.032216 0.909776 -2.185790 0.1211 0.0876 0.2925
C -1.095252 0.510063 -2.739134 0.1227 0.1342 -0.1237
N -1.613512 -0.603984 -2.023976 0.0753 0.1826 -0.1799
C -3.069510 -0.745750 -1.900927 0.0113 -0.0477 0.0419
C -0.951433 -1.892829 -2.304022 0.0134 0.0215 -0.0334
N -1.752268 1.100621 -3.725893 -0.1752 -0.0638 0.0702
C -2.656918 0.383408 -4.622730 -0.0166 0.0009 0.0089
C -1.599694 2.527807 -4.019172 0.0009 -0.0120 -0.0153
C 2.080284 2.276587 -1.993064 0.0428 0.0354 -0.0155
N 0.659089 3.894775 1.530651 -0.2219 -0.0116 0.1389
C 0.562149 4.439369 2.883480 -0.0230 -0.0021 0.0049
C 0.956934 4.898999 0.508010 0.0190 -0.0181 -0.0057
H -1.300312 2.689767 3.708324 0.0014 -0.0097 0.0019
H -2.220935 1.501317 2.785286 -0.0049 0.0070 -0.0097
H -1.895375 3.094251 2.084243 0.0126 0.0142 0.0132
H 0.847346 1.376969 3.850613 0.0034 -0.0083 -0.0002
H 1.333322 0.441669 2.418375 0.0029 0.0001 -0.0019
H -0.165927 0.043387 3.287311 -0.0005 -0.0051 0.0027
H 3.156122 2.868001 1.188285 0.0069 0.0022 0.0004
H 5.140379 3.724437 -0.013762 0.0056 0.0025 0.0005
H 5.148979 3.742697 -2.485182 0.0053 0.0010 0.0002
H 4.191753 3.163876 -4.553886 0.0033 0.0002 -0.0061
H 2.454433 2.020201 -5.885764 0.0016 0.0001 -0.0051
H 0.553191 0.953104 -4.743109 0.0151 0.0044 -0.0088
H -3.535427 0.230906 -1.815928 0.0055 0.0082 -0.0186
H -3.270206 -1.309688 -0.990091 -0.0092 0.0149 0.0020
H -3.502063 -1.296067 -2.736389 -0.0003 -0.0136 0.0013
H -1.373320 -2.359618 -3.197637 0.0020 -0.0057 0.0063
H -1.110266 -2.560888 -1.458115 -0.0004 -0.0113 -0.0059
H 0.114685 -1.736716 -2.447165 -0.0009 -0.0013 -0.0002
H -2.518359 -0.689617 -4.536842 0.0000 -0.0050 -0.0002
H -2.412908 0.671578 -5.644982 -0.0047 0.0049 0.0019
H -3.697409 0.644562 -4.427786 0.0012 -0.0051 0.0033
H -1.054402 3.024831 -3.225925 0.0129 0.0109 0.0110
H -2.595795 2.967359 -4.075249 0.0021 -0.0108 -0.0204
H -1.091104 2.672697 -4.972383 0.0267 0.0151 0.0046
H 0.627048 3.651116 3.626346 0.0027 0.0019 0.0061
H -0.362104 5.003411 3.012685 -0.0019 -0.0022 -0.0047
H 1.403966 5.114361 3.034503 -0.0007 0.0031 -0.0053
H 0.755804 4.501187 -0.479359 -0.0031 0.0019 -0.0076
H 1.997282 5.217680 0.580550 0.0046 0.0032 -0.0099
H 0.291897 5.743859 0.677081 0.0075 0.0127 0.0088
O -2.110734 1.402451 -0.133164 -0.2552 0.1199 -0.0459
C -2.468450 2.603633 -0.434716 0.0668 -0.0907 -0.0693
N -1.625811 3.531810 -0.765099 0.0009 0.0584 -0.0107
S -2.422432 4.956219 -1.073567 0.0054 -0.0473 -0.0161
O -2.067661 5.906518 -0.061906 0.0006 0.0155 0.0144
O -2.255630 5.293594 -2.455191 0.0177 -0.0020 0.0244
C -4.047818 4.312129 -0.780568 0.0041 0.0352 0.0058
C -5.276247 4.931189 -0.857363 -0.0245 -0.0148 0.0014
C -6.394102 4.155251 -0.562460 0.0135 -0.0114 0.0001
C -6.267141 2.815800 -0.204249 0.0052 0.0151 -0.0073
C -5.016866 2.211624 -0.133203 -0.0170 0.0035 0.0173
C -3.905962 2.982486 -0.427539 -0.0272 0.0096 0.0332
H -5.370822 5.972562 -1.132604 0.0001 0.0048 -0.0031
H -7.378253 4.601056 -0.610061 -0.0020 0.0035 0.0007
H -7.155243 2.241927 0.022848 -0.0029 -0.0015 -0.0008
H -4.916970 1.171458 0.150564 0.0061 -0.0037 -0.0018
```
Forces are in eV/Å.

Summary:
Charge: +2
Frontier orbital gap (alpha / beta) (hartree): 0.24292 / 0.24318
LUMO energy (alpha / beta) (eV): -5.87 / -5.99
Multiplicity: 3
Highest occupied orbital energy (alpha / beta) (eV): -12.48 / -12.60
<S²>: 2.011


Density functional theory data (ωB97M-V/def2-TZVPD) for a structure of composition C39H40N8O6S5Sn at a distorted geometry.

Geometry as XYZ:
```
99
Properties=species:S:1:pos:R:3:forces:R:3
Sn 0.851304 0.448463 -0.018367 0.2954 -0.4736 0.0903
O 5.673949 -2.964055 2.286129 -0.3475 -0.2929 -0.2844
C 4.925649 -2.357768 1.541675 0.6933 0.7139 0.3084
C 3.779430 -2.849722 0.715744 0.6071 -0.0698 0.6722
O 3.541320 -4.013468 0.461180 -0.4252 -0.4702 -0.2622
C 3.065750 -1.638791 0.402250 -0.9599 0.7193 -0.6768
C 3.836789 -0.449806 0.606050 -0.5738 -1.1411 -0.2536
O 3.370842 0.647342 0.189881 0.3437 0.6554 0.2802
C 5.022001 -0.851183 1.363676 0.3825 0.1388 0.3782
O 5.914141 -0.184096 1.872408 -0.1737 0.1577 -0.3126
O 1.874908 -1.564773 -0.087056 0.0897 0.1039 0.1314
C -4.451673 5.508955 1.440780 1.1302 0.6187 -0.1163
C -3.634275 4.241055 1.302503 -0.6936 0.4274 0.6894
C -3.777916 3.199721 2.202940 0.5373 -1.4259 -0.4022
C -3.059844 2.015963 1.972432 0.4831 0.2582 0.4206
N -2.170830 1.826102 0.985797 -0.6736 0.8432 0.4460
C -2.007963 2.899044 0.204362 1.1697 -0.2183 -1.3593
C -2.691625 4.092759 0.301859 -0.7791 -0.6861 0.9812
H -5.029115 5.665972 0.530648 -0.3749 -0.0895 0.1413
H -3.749440 6.377770 1.459593 -0.4763 -0.5178 0.1940
H -5.069477 5.535145 2.349382 0.0969 -0.0961 -0.4296
H -4.387978 3.192101 3.092204 -0.3336 0.4354 -0.0246
H -3.111353 1.233088 2.732243 -0.1559 -0.0778 -0.3257
H -1.245061 2.837291 -0.598045 -0.4831 -0.2197 0.5360
H -2.538032 4.897819 -0.358072 0.4918 0.6705 -0.8719
C -3.820488 -2.287257 1.284355 0.1467 -0.0584 0.8355
C -2.686682 -3.334185 1.250344 0.1233 2.0663 -0.2814
N -1.967537 -3.235395 -0.045416 0.1297 -0.9511 0.5337
C -1.972802 -4.533862 -0.773390 1.0749 0.8372 0.3129
C -3.080520 -4.675086 -1.764217 -1.5730 0.0514 -0.0994
C -1.138318 -2.186716 -0.404526 -0.1695 1.1362 0.6890
C -0.613933 -2.217953 -1.846867 -0.3262 0.3830 1.3103
N -0.865325 -1.141572 0.369141 -0.2019 -2.1068 -1.9365
H -4.284786 -2.353933 2.291376 0.0862 0.2959 -0.5387
H -4.582972 -2.498555 0.536272 0.0335 -0.0720 -0.0611
H -3.445186 -1.267776 1.108068 -0.1265 -0.3389 0.1455
H -3.166044 -4.302982 1.345672 0.3835 -0.2212 -0.1010
H -2.020690 -3.149599 2.131420 -0.2424 -0.3415 -0.7213
H -2.028305 -5.326330 -0.007136 0.1161 0.2937 -0.3886
H -1.011497 -4.636357 -1.291220 -0.1718 -0.1193 0.2049
H -4.089760 -4.478491 -1.328358 0.7332 0.1264 -0.1587
H -3.134074 -5.700414 -2.082985 0.0976 -0.6346 -0.3023
H -2.972999 -4.070074 -2.666741 0.0822 0.1361 0.2474
H -1.396283 -2.477037 -2.544535 -0.1173 -0.3558 -0.1217
H 0.256358 -2.850927 -1.898533 0.2176 -0.4366 -0.1213
H -0.289752 -1.231800 -2.124594 0.1248 0.5501 -0.0267
H -1.184592 -1.230753 1.313025 -0.2605 -0.0083 0.5749
C 5.810253 -3.557579 5.463116 0.5603 -0.7738 0.3599
C 5.961937 -3.123794 6.899149 0.8422 -0.5598 0.1550
O 6.584039 -3.792677 7.713654 -0.6563 0.6454 -0.6235
S 5.380245 -1.547607 7.464132 0.0439 0.1877 0.4861
C 4.307956 -0.896878 6.219906 -0.1497 -0.9695 -0.2408
C 2.944207 -1.232893 6.287661 0.0163 0.2633 0.7369
C 2.065731 -0.779048 5.335883 0.3989 0.4508 -0.5614
C 2.604087 -0.041439 4.262214 -0.9248 -0.1123 -0.3766
C 3.955117 0.266841 4.171024 -0.8871 -0.4667 1.1335
C 4.811965 -0.183842 5.143563 1.3928 0.0207 0.0331
C 1.753727 0.289315 3.158895 1.0096 -0.2640 1.9372
C 1.077042 0.469479 2.191694 -1.3121 0.0964 -2.0460
H 6.310222 -4.535989 5.428190 -0.3633 0.1781 -0.1213
H 6.312565 -2.933517 4.737683 0.1368 0.5362 -0.0058
H 4.794469 -3.635568 5.114506 -0.4854 0.0005 0.0570
H 2.561342 -1.804723 7.132592 0.2691 0.0610 -0.1145
H 0.987680 -0.949552 5.374872 0.4332 -0.1304 -0.0193
H 4.295467 0.854508 3.378519 0.5440 0.5962 -1.2262
H 5.909440 -0.033264 4.991298 -1.0817 -0.0619 0.4279
C -0.618880 3.748056 3.500069 0.3614 -1.6833 -0.7462
C 0.659741 4.605167 3.270203 -2.0249 0.3364 1.5069
C 1.215257 4.421852 1.946335 -0.0547 0.0041 -0.4430
N 0.637312 4.972258 0.927618 0.1985 -0.3675 0.1797
N 1.202227 4.554674 -0.242402 -1.0774 1.4747 -0.8579
C 2.211851 3.809368 -0.060481 0.5943 -1.0730 0.3869
N 3.012465 3.292113 -0.996982 1.5556 -1.5394 -0.9694
S 2.526173 3.389600 1.572175 0.2053 0.0487 0.6253
H -1.087898 3.893084 4.468933 0.3458 0.0118 0.4224
H -0.419530 2.619426 3.332344 -0.1698 1.7739 0.3878
H -1.403390 4.017938 2.796778 0.2581 0.0947 -0.2918
H 1.313618 4.461977 4.117021 0.6005 -0.1057 -0.0378
H 0.325867 5.644944 3.277247 0.0728 0.1295 0.2805
H 2.675134 3.319335 -1.938518 -0.3807 0.2197 -0.3285
H 3.402784 2.354875 -0.770086 -0.2738 0.8456 -0.0439
S 0.390763 1.926682 -9.246631 -0.5559 -0.1704 1.0156
C -0.307976 1.586984 -7.719188 0.5215 -0.1445 0.4361
S 0.379136 2.052993 -6.179433 0.0801 0.7490 -0.1891
C -1.000573 1.418073 -5.231660 1.2459 -0.2011 0.0360
N -1.773050 0.755250 -6.029850 -0.8313 -0.0052 -0.5627
N -1.406649 0.887621 -7.380571 -0.6842 -1.1240 -1.0101
C -2.206406 0.054904 -8.282095 -0.8704 0.3973 0.5206
C -3.570208 -0.158467 -7.879738 1.3762 -0.4435 -0.0753
C -4.391636 -1.034269 -8.615128 0.5242 0.7252 1.1453
C -3.857129 -1.695193 -9.701521 -0.1964 0.1802 -0.1414
C -2.553873 -1.447020 -10.070850 0.2355 -0.6706 -1.1147
C -1.699092 -0.570385 -9.444911 -0.1050 0.5939 1.2477
S -0.998701 1.545881 -3.523883 -0.1613 -0.0221 -0.7044
H -3.832713 0.233933 -6.880613 -0.1165 -0.1042 -0.9358
H -5.387765 -1.219693 -8.227455 -0.0180 -0.0421 -0.2602
H -4.401562 -2.390110 -10.324800 -0.3310 -0.0724 0.2344
H -2.216792 -2.027910 -10.926925 0.2936 0.2686 0.0264
H -0.681283 -0.413618 -9.806875 -0.4352 0.0230 0.3243
```
Forces are in eV/Å.

Summary:
Charge: -2
Frontier orbital gap (hartree): 0.23708
LUMO energy (eV): 3.65
Multiplicity: 1
Highest occupied orbital energy (eV): -2.80